Record 1
The following is a quantum chemistry calculation of a 2-piece molecular cluster, C3H9OPS2 overall at a distorted geometry, from OMol25.

The relative energy (zero: lowest compared OMol25 entry of this formula, charge and spin) is 2.604 eV. The HOMO energy comes out at -8.77 eV. The LUMO energy is -0.0334 Eh. As for the structure (SMILES): CCCS.O=PS.

```
! RIJCOSX wB97M-V def2-TZVPD def2/J DEFGRID3
* xyz 0 1
C 0.597 2.255 -0.876
C 0.884 0.690 -0.406
C 0.193 -0.076 0.691
S -1.620 -0.242 0.669
H 1.359 2.660 -1.561
H -0.435 2.378 -1.260
H 0.724 2.970 -0.042
H 1.957 0.680 -0.177
H 0.844 0.136 -1.349
H 0.587 -1.101 0.698
H 0.370 0.406 1.583
H -1.644 -1.614 0.979
O 1.109 -3.277 2.701
P 0.343 -4.505 2.581
S -0.901 -4.254 0.875
H -1.661 -5.389 1.240
*
```


Record 2
The following is a quantum chemistry calculation of one molecule with the formula C2H2O3S at a distorted geometry, from OMol25.

The relative energy (zero: lowest compared OMol25 entry of this formula, charge and spin) is 4.885 eV. The HOMO energy (alpha / beta) comes out at -9.88 / -10.07 eV. The LUMO energy (alpha / beta) is -0.0588 / -0.0593 Eh.

```
! RIJCOSX wB97M-V def2-TZVPD def2/J DEFGRID3
* xyz 0 1
C -0.810 1.290 0.178
C 0.583 -0.598 0.204
O 2.855 -1.097 1.210
O -0.100 0.364 -0.662
O -0.766 2.507 -0.095
S 2.335 -0.153 0.157
H -0.962 0.697 1.062
H 0.702 -1.778 0.369
*
```


Record 3
The following is a quantum chemistry calculation of CH7IN5 as an isolated structure at a distorted geometry, from OMol25.

The relative energy (zero: lowest compared OMol25 entry of this formula, charge and spin) is 2.003 eV. The HOMO energy (alpha / beta) comes out at -12.54 / -12.12 eV. The LUMO energy (alpha / beta) is -0.1819 / -0.2147 Eh.

```
! RIJCOSX wB97M-V def2-TZVPD def2/J DEFGRID3
* xyz 1 1
C 0.070 -0.594 0.589
N -0.839 -2.165 -0.988
N 0.133 -1.671 -0.352
N 0.841 0.984 -0.294
N -1.145 -0.515 1.166
N -0.060 1.582 -1.004
I -2.836 0.228 0.075
H 0.833 -0.724 1.240
H -0.662 -2.804 -1.790
H 1.126 1.500 0.516
H -1.142 -0.354 2.148
H -0.880 2.187 -0.657
H -0.433 1.018 -1.696
H 1.115 -1.873 -0.562
*
```


Record 4
The following is a quantum chemistry calculation of C19H42LuNOP3Se as an isolated structure at a distorted geometry, from OMol25.

The HOMO energy (alpha / beta) comes out at -16.75 / -16.80 eV. The LUMO energy (alpha / beta) is -0.4806 / -0.4664 Eh.

```
! RIJCOSX wB97M-V def2-TZVPD def2/J DEFGRID3
* xyz 3 1
Lu 1.092 -0.299 0.004
P 0.154 0.869 2.391
P -1.816 -0.213 -0.369
P 0.200 2.253 -0.909
H 7.659 -0.671 -1.827
C 7.578 0.176 -1.141
C 6.609 0.456 -0.263
H 5.692 -0.096 -0.042
C 0.288 -0.421 3.686
C -1.461 1.556 2.921
C 1.256 2.124 3.091
C -2.290 -0.837 -2.019
C -2.649 -1.478 0.652
C -3.094 1.102 -0.225
C 1.754 3.113 -1.339
C -0.643 3.623 -0.049
C -0.603 2.358 -2.529
H 8.474 0.793 -1.122
H 6.745 1.334 0.355
H 1.013 -1.181 3.364
H -0.698 -0.885 3.824
H 0.622 0.035 4.633
H -2.251 0.804 2.806
H -1.706 2.442 2.328
H -1.397 1.840 3.982
H 2.286 1.880 2.806
H 1.164 2.135 4.185
H 0.995 3.105 2.685
H -3.374 -0.965 -2.098
H -1.795 -1.792 -2.215
H -1.950 -0.129 -2.779
H -3.661 -1.659 0.262
H -2.723 -1.132 1.691
H -2.089 -2.419 0.634
H -4.090 0.657 -0.382
H -2.941 1.886 -0.976
H -3.064 1.555 0.773
H 1.525 3.898 -2.083
H 2.481 2.412 -1.766
H 2.170 3.570 -0.427
H -0.440 4.521 -0.647
H -0.235 3.764 0.957
H -1.724 3.466 0.012
H -0.324 3.335 -2.944
H -1.691 2.302 -2.457
H -0.234 1.560 -3.182
C 2.681 -0.691 -3.383
C 3.878 -0.970 -2.676
C 5.090 -0.478 -3.127
C 5.171 0.223 -4.325
C 4.013 0.488 -5.077
C 2.792 -0.007 -4.628
Se 1.027 -1.130 -2.688
H 2.756 0.464 -0.456
H 3.822 -1.483 -1.708
H 5.969 -0.617 -2.498
H 6.144 0.565 -4.659
H 4.068 1.062 -6.005
H 1.872 0.137 -5.195
C 1.317 -4.537 0.515
C 0.539 -3.433 1.111
N -0.427 -3.793 1.961
O 0.745 -2.187 0.850
H 1.902 -5.034 1.296
H 1.960 -4.134 -0.267
H 0.636 -5.298 0.108
H -0.991 -3.117 2.484
H -0.605 -4.783 2.083
*
```